# 1
DFT (ωB97M-V/def2-TZVPD) results for a structure of composition C10H30Be2NO13 at a distorted geometry.

For the total energy, the calculation gives -1459.79204 a.u. Its spin multiplicity is 1. As for the frontier orbital gap: 2.12 eV. As for the largest force on an atom: 4.36 eV Å⁻¹. As for the charge: +3.

Atoms and positions in Å:
Be1 -0.50012 -3.83557 0.04877
Be2 -1.40832 2.04554 -3.20493
N1 -1.02031 -0.39327 -1.39071
O1 -0.94657 -1.52415 -0.93141
O2 -0.44339 0.60627 -0.94022
O3 -1.80679 -0.15614 -2.37234
C1 4.31835 1.15500 -0.52464
C2 3.13147 0.46678 -1.16665
O4 2.14317 0.24352 -0.12853
O5 5.01086 0.26626 0.34319
H1 3.94374 2.02813 0.02264
H2 5.02568 1.51742 -1.27076
H3 3.33418 -0.57054 -1.44559
H4 2.72726 1.14106 -1.92909
H5 1.27086 0.39283 -0.51381
H6 4.34780 -0.37141 0.62880
C3 -4.64998 -0.26316 1.06299
C4 -3.21566 -0.32373 1.57280
O6 -3.21356 -0.63217 2.94869
O7 -5.11436 -1.61489 1.09846
H7 -4.69258 0.08359 0.03411
H8 -5.28514 0.31556 1.73732
H9 -2.74271 0.66947 1.48645
H10 -2.62339 -1.03087 0.98764
H11 -2.32611 -0.85392 3.25980
H12 -4.95981 -1.88663 2.01697
C5 0.19603 1.32418 2.55053
C6 1.23670 2.29768 3.12501
O8 0.78298 2.71996 4.38509
O9 0.00632 0.18953 3.37389
H13 0.54962 0.90805 1.60441
H14 -0.79727 1.74329 2.32418
H15 1.41395 3.12390 2.42687
H16 2.18966 1.77980 3.21672
H17 0.09007 3.38425 4.31269
H18 -0.09537 0.51652 4.28239
C7 1.73030 -4.64586 -2.81281
C8 1.30257 -6.09537 -2.54132
O10 1.64363 -6.44834 -1.22011
O11 0.88578 -3.75989 -2.07129
H19 1.62521 -4.49977 -3.88966
H20 2.76372 -4.52722 -2.48534
H21 1.71475 -6.77216 -3.29056
H22 0.22087 -6.10457 -2.68966
H23 2.59735 -6.38962 -1.07702
H24 1.04402 -2.87506 -2.42060
C9 -0.35121 3.71138 -0.66551
C10 -1.83172 3.86064 -0.60417
O12 -2.56495 2.74602 -1.16134
O13 0.04717 3.53603 -2.02430
H25 -0.07990 2.82848 -0.06929
H26 0.23377 4.46400 -0.13531
H27 -2.15348 4.81256 -1.04037
H28 -2.19689 3.99765 0.41733
H29 -3.50051 2.99434 -1.10620
H30 0.99228 3.70463 -2.14419

Mulliken atomic charge list, values in e, 5 entries:
1. Be 1.280
2. Be 1.271
3. N 0.723
4. O -0.351
5. O -0.437

=====

# 2
DFT (ωB97M-V/def2-TZVPD) results for a cluster of 2 separate species, C5H8N in total at a distorted geometry.

For the total energy, the calculation gives -249.61583 a.u. Its spin multiplicity is 1. As for the frontier orbital gap: 9.17 eV. As for the largest force on an atom: 3.55 eV Å⁻¹. As for the charge: +1.

Atoms and positions in Å:
C1 -1.77804 -0.37908 0.71258
C2 0.55204 0.47760 1.73306
C3 -2.98275 -0.22760 0.32076
C4 -0.52268 -0.66445 1.06502
C5 0.62131 0.21890 0.49220
N1 2.16239 0.41754 -1.88211
H1 -3.09939 -0.04496 -0.83649
H2 -3.81832 -0.24131 1.14709
H3 -0.42454 -1.67803 1.13713
H4 2.93386 0.95435 -1.52983
H5 1.09898 0.50309 -0.52484
H6 2.24639 0.35156 -2.89001
H7 0.69130 0.86981 2.68325
H8 2.31944 -0.55743 -1.62782

Mulliken atomic charge list, values in e, 5 entries:
1. C 0.381
2. C -0.271
3. C -0.468
4. C -0.463
5. C -0.254